a:
ORCA calculation (the ωB97M-V functional and the def2-TZVPD basis) on C3H7NS2 as an isolated structure.

Summary:
M	121.23	g/mol
total charge	0
LUMO	0.0	eV
HOMO	-7.462	eV

Geometry (Å):
C: -1.64737 0.07863 -0.13988
C: 1.28707 0.94733 0.35266
C: 1.92760 -0.24318 -0.28113
H: -1.82720 -1.93547 -0.35672
H: -3.10003 -1.19708 0.56626
H: -2.18706 0.89922 0.33469
H: 0.54888 0.61927 1.09642
H: 0.73717 1.52160 -0.40737
H: 2.02596 1.59403 0.83202
H: 1.23447 -0.92991 -0.77637
N: -2.24434 -1.10548 0.04152
S: -0.25985 0.33698 -0.97261
S: 3.50468 -0.58594 -0.28950

Atomic charges from the Mulliken analysis, expressed in e, are listed below: -0.07 -0.67 -0.15 0.20 0.21 0.38 0.26 0.22 0.41 0.31 -0.35 -0.50 -0.26

***

b:
ORCA calculation (the ωB97M-V functional and the def2-TZVPD basis) on a single C3H7NS2 molecule.

Summary:
M	121.23	g/mol
total charge	0
LUMO	0.1	eV
SMILES	CNCC(=S)S
HOMO	-8.279	eV

Geometry (Å):
C: 0.27827 -1.47097 -0.68012
N: -0.30800 -0.83902 0.48767
C: -0.70488 0.47899 0.09359
C: 0.35460 1.68308 0.31971
S: 0.15575 3.27351 -0.13577
S: 1.55105 1.26111 1.31891
H: 0.41155 -2.50794 -0.49950
H: 1.20788 -0.96216 -0.99001
H: -0.51481 -1.22755 -1.48978
H: -1.08090 -1.31345 0.89059
H: -0.86161 0.78742 -0.97958
H: -1.67684 0.86781 0.61496
H: 1.18795 -0.03083 1.04934

Atomic charges from the Mulliken analysis, expressed in e, are listed below: -0.79 -0.42 -0.35 0.12 -0.27 -0.21 0.34 0.22 0.33 0.25 0.22 0.36 0.19

***

c:
ORCA calculation (the ωB97M-V functional and the def2-TZVPD basis) on a single C3H7NS2 molecule.

Summary:
M	121.23	g/mol
total charge	0
LUMO	-0.5	eV
SMILES	NCCSC=S
HOMO	-8.744	eV

Geometry (Å):
N: 1.75969 -0.20594 -0.78688
C: 0.88707 -0.73747 0.27290
C: 0.20578 0.29154 0.98469
S: -0.66502 1.47744 -0.09930
C: -2.30982 0.87646 -0.27511
S: -2.83634 -0.71356 -0.11994
H: 1.16625 -0.03525 -1.63269
H: 2.27028 -0.90394 -1.38541
H: 1.41452 -1.25215 0.99367
H: 0.16592 -1.39242 -0.23382
H: -0.46122 -0.03724 1.74554
H: 1.07731 0.91024 1.32190
H: -2.67443 1.72228 -0.78555

Atomic charges from the Mulliken analysis, expressed in e, are listed below: -0.70 -0.27 -0.76 -0.04 -0.20 -0.25 0.24 0.25 0.40 0.27 0.43 0.31 0.33

***

Compare the structures above. Which one is the most stable? c is.